No. 1
A cluster of 4 separate species, C28H41BBrFN3O14P3 in total in a non-equilibrium geometry. Source: OMol25; level of theory: wB97M-V/def2-TZVPD.

The geometry in XYZ format:
```
92
Properties=species:S:1:pos:R:3:forces:R:3
H -3.5853 4.8396 -1.1808 0.884 -0.161 -0.752
B 2.1335 1.6109 -3.7324 1.621 0.514 -0.967
P 0.2307 1.4647 0.6240 -0.428 1.730 0.759
H 0.6362 -7.0213 9.8214 -0.033 0.235 -0.129
C -2.1930 -0.2169 -2.2738 -1.125 -0.160 0.238
H -1.3243 -7.5037 5.2008 0.040 -0.124 -0.016
C 0.3027 7.0841 -0.0013 -0.284 -0.270 -0.234
C -0.6346 0.9585 -1.0101 -0.816 -1.232 0.385
H -1.5302 9.1065 1.4346 0.048 0.099 -0.020
H -0.3302 9.0438 -0.7399 -0.168 -0.001 0.163
C 0.6413 -1.4579 -4.5397 0.155 -0.126 0.334
C -2.7198 4.5711 -1.8277 3.488 -1.516 -2.185
O -0.8989 1.0433 1.8037 1.300 -1.239 -1.622
C 4.1649 -3.2304 2.3258 0.101 -0.149 0.044
C 0.6206 8.8988 1.6218 -0.235 0.149 0.058
P -3.0089 2.1211 -5.3271 -0.487 3.998 -2.487
H -4.5621 3.3507 -4.4972 0.381 -0.486 0.168
H 0.5135 -9.1397 5.5109 0.169 0.183 0.063
H 4.3430 -4.1098 2.9462 -0.042 0.089 0.072
H -0.2958 -8.1266 8.8471 -0.169 0.084 -0.129
C 0.1189 -7.1210 8.8668 0.133 -0.512 0.379
H 2.9807 -6.2006 3.2879 -0.028 0.039 0.010
H -1.5861 7.7800 -0.7008 0.041 0.021 0.024
C 1.7863 -5.3492 1.7426 0.022 -0.624 0.144
H 1.5909 2.3041 -1.6933 -0.250 -0.803 -0.833
H 1.2291 -6.2343 3.5852 0.173 -0.135 -0.146
H 2.0725 -2.9224 2.8626 0.029 -0.094 0.005
H 1.4106 2.7017 -5.2465 -0.311 -0.629 0.163
O -2.2502 3.3088 -5.8704 -0.829 -1.426 1.061
H -0.4613 5.6427 -4.2906 -0.567 -0.819 0.883
C -2.0282 5.4335 -2.7786 -0.743 -1.727 1.215
C -0.5299 7.9833 -0.8787 0.356 0.432 -0.364
H -1.7536 -7.6229 6.8968 -0.004 -0.108 0.027
C 1.2802 -2.9576 -2.3845 -0.726 0.385 1.105
H -0.5519 0.8062 -5.7385 -0.766 0.668 0.751
H -0.8613 0.0695 1.9367 -0.299 0.602 0.299
C 2.0530 -5.6355 3.1965 -0.432 0.287 0.386
P -1.7109 0.4332 -4.9666 0.015 -1.735 -0.188
H -0.6873 -6.3889 8.8183 0.022 -0.038 -0.018
C -2.7747 -1.7023 -2.4435 -0.625 -3.518 -0.804
C 0.1057 -8.6086 6.3721 -0.299 -0.006 -0.004
H 4.7575 -3.3577 1.4175 -0.082 0.097 0.008
H -2.3740 6.4840 -2.9071 0.513 -0.994 -0.119
H -3.8120 0.6946 -6.7960 -0.440 0.499 -0.011
H 1.5293 -3.5822 -1.4785 -0.246 0.686 -1.086
H 0.1582 -9.3009 7.2151 -0.018 0.114 0.041
C 1.1057 -6.8455 7.7627 -0.069 0.378 0.277
H 1.3704 9.0179 2.4050 0.032 -0.234 -0.104
O -3.9868 1.6449 -6.6302 1.426 -0.942 2.143
O 0.5559 5.9549 -0.3360 0.071 0.275 0.311
O 0.9612 -7.4766 6.5829 0.437 -0.081 -0.295
C 1.5553 -2.6080 -4.6356 -1.327 1.112 1.681
O 2.2309 -4.1925 1.2092 -0.278 0.328 -0.436
H -2.0168 -0.2773 -0.0673 -0.128 -0.130 -0.476
H -1.9410 -9.0374 5.8479 0.034 0.030 -0.011
O -3.2826 -2.1475 -1.3898 0.823 1.487 0.165
O 3.5480 1.6443 -3.6017 -1.725 0.538 -0.021
N -0.3101 3.7030 -3.5392 -3.176 1.287 2.630
O 1.9703 -6.0182 7.8972 -0.155 -0.296 -0.319
H 4.5261 -2.3504 2.8618 -0.011 -0.022 -0.016
C -0.0328 -1.0102 -3.3042 2.271 -2.547 -0.100
N -1.6442 0.1307 -0.9301 1.612 0.734 -1.321
Br 1.9905 0.0823 0.9836 -1.099 0.406 -0.468
H -0.9901 8.5532 3.0084 0.104 0.071 0.002
C -0.2810 1.4790 -2.5024 -0.776 -1.402 3.321
C 2.6978 -3.0788 1.9800 0.318 -0.157 0.095
H -0.0059 -1.6415 -1.1094 0.425 -0.529 -0.962
C -0.9133 4.9217 -3.5495 0.219 1.227 -0.822
H -0.2926 7.7615 -1.9195 -0.123 -0.196 0.126
H 2.0298 -2.8887 -5.6133 -0.635 0.397 1.109
F -3.4086 0.5162 -2.2512 1.220 0.177 -0.940
O 0.6938 7.5282 1.2068 0.425 -0.189 0.140
H 3.9165 2.1879 -4.3234 -0.118 -0.754 0.208
H 2.5648 -2.1983 1.3478 -0.023 -0.615 -0.004
H 1.6422 0.5076 -1.8691 -0.415 0.860 -0.614
H -0.7744 10.2550 2.5508 0.012 -0.040 -0.006
H 2.1020 -4.7449 3.8195 0.231 -0.023 -0.002
C 1.2977 1.4502 -2.3840 -0.207 0.355 -0.190
C -1.0204 0.2429 -3.2234 0.282 -0.094 -0.478
C -2.0997 3.2063 -1.7831 -0.770 2.784 -0.343
O -2.7491 -2.3243 -3.5538 0.729 2.826 1.713
H 0.9129 9.5692 0.8106 -0.082 -0.076 -0.036
C -1.3118 -8.1724 6.0639 -0.086 0.162 0.075
O 1.2518 -6.1647 1.0386 0.166 0.479 -0.037
H -2.6281 2.5242 -1.0688 1.055 0.324 -1.072
C -0.7468 9.2272 2.1847 -0.169 -0.074 -0.051
N 1.8568 -3.3775 -3.5449 -1.317 2.136 -0.294
H 0.4948 -0.9176 -5.5144 0.062 -0.589 1.265
C 0.3677 -1.8440 -2.1352 0.490 0.228 -2.874
O -4.0644 2.5788 -4.1500 0.604 -0.752 -1.101
O 1.6248 1.7702 -5.0460 0.249 0.511 1.146
C -0.9615 2.9152 -2.6165 0.353 -1.652 0.317
```
Positions in Å, forces in eV/Å.

Results
Spin multiplicity = 1
LUMO energy = -2.08 eV
Orbital gap = 0.2243 Ha
HOMO energy = -8.18 eV

***

No. 2
A cluster of 15 separate species, C39H58BCl42F3N2O4P in total in a non-equilibrium geometry. Source: OMol25; level of theory: wB97M-V/def2-TZVPD.

The geometry in XYZ format:
```
150
Properties=species:S:1:pos:R:3:forces:R:3
H 1.6389 3.4224 3.7142 0.329 0.136 -0.250
C -8.6402 -7.6274 2.4729 0.042 0.025 0.053
H -10.4937 -6.8714 -6.0199 0.013 0.015 0.019
H -0.6605 3.2437 -1.3102 0.280 -0.102 0.274
C 6.3535 -1.4998 -9.5247 0.165 -0.056 -0.119
H 0.4589 0.1266 1.1708 -0.110 0.100 -0.154
H -2.8678 2.8547 4.4963 0.509 -0.108 0.011
Cl -6.8681 2.1717 1.6339 -0.296 -0.068 -0.215
C -2.8179 1.9887 3.8262 -1.057 -0.008 -0.362
H -3.6851 4.6403 2.9079 -0.230 -0.044 -0.059
C 4.2387 3.8688 8.1010 0.212 0.063 0.086
Cl -9.9437 -4.1187 -1.8902 0.216 0.240 0.445
H -2.8934 6.6048 2.3974 0.030 0.504 -0.175
Cl -11.0084 -5.3956 -4.2748 -0.197 -0.245 -0.471
Cl 6.8905 -4.7970 3.2595 -0.030 -0.024 -0.016
Cl -5.0500 -0.3032 -3.0086 -0.014 -0.362 -0.214
H 7.0568 0.0665 -3.8345 0.051 0.047 -0.005
H -4.1024 4.5338 1.2019 0.011 -0.319 -0.068
Cl -8.6684 3.9687 4.4714 -0.023 0.018 -0.014
C 5.3813 -5.3882 2.5688 0.022 0.137 0.060
O 5.3780 2.4489 4.3743 -0.217 0.222 -0.318
H 1.5336 1.4962 2.4641 -0.225 -0.072 -0.360
Cl -9.5162 2.1452 6.5665 -0.026 0.025 -0.029
C 6.2023 -3.8309 -3.5669 -0.229 -0.008 0.100
H -0.8548 0.6157 2.1367 -0.233 0.443 0.048
H 1.5197 4.4706 0.1964 -0.351 -0.297 0.154
Cl 6.6538 -2.8913 -10.5610 0.075 0.021 0.090
C 5.4833 2.3419 1.6090 0.383 -0.027 -0.225
C -1.2594 4.4942 0.8090 0.582 -0.136 -0.083
H -0.2337 2.2119 3.3502 -0.513 -0.010 -0.216
Cl -2.9559 -1.7725 3.8374 0.693 -0.668 0.102
O -0.1953 6.2229 2.5169 0.393 -0.353 -0.459
Cl 8.9029 -0.7497 -2.6515 -0.033 0.031 0.007
Cl 4.9501 4.9335 6.8878 -0.054 -0.021 0.000
F 1.7419 1.4775 -2.4073 -0.149 0.015 0.754
H 1.4250 3.5699 -1.2590 -0.357 -0.538 0.184
C 9.1078 -3.9604 -6.7386 0.195 -0.200 0.010
H 1.4433 4.4736 2.2895 0.205 -0.305 -0.323
Cl 5.4852 3.1520 9.1134 -0.073 0.013 -0.035
C -0.8928 2.2480 -0.9349 -0.574 -0.307 0.120
H -2.0152 1.2905 4.0715 0.236 0.417 0.015
C 4.0001 2.1196 -0.2719 1.082 0.220 -0.699
Cl 8.9283 -5.7104 -6.6032 -0.031 0.042 0.003
Cl -3.8219 -2.9314 -3.1255 0.002 0.013 -0.031
Cl 6.3375 -1.9862 -7.8238 -0.153 0.083 0.056
H 8.2779 -3.5774 -7.3153 -0.002 0.006 0.028
B -1.2401 5.8124 1.6954 -1.028 0.504 -0.126
Cl -9.5033 1.2705 3.7990 -0.088 -0.012 0.046
Cl -7.0580 -0.3210 0.1711 0.042 -0.009 0.046
H 1.6435 1.4103 0.0779 -0.041 0.090 0.162
Cl -9.6750 -6.5419 3.4030 -0.009 -0.090 0.073
H 7.2570 -3.9983 -3.3953 -0.016 0.028 0.025
H 3.6267 -4.8147 -13.9378 0.001 0.010 0.027
C -0.6308 1.2942 -2.1218 -0.452 0.544 -0.837
Cl -8.1277 -8.9975 3.4573 -0.025 0.011 -0.038
Cl 3.6176 -3.2180 -12.2259 -0.112 0.011 -0.109
C 4.6756 0.1999 4.5717 -0.423 -0.473 1.483
C -7.0078 1.4340 0.0369 0.058 -0.145 -0.022
H 3.5269 1.3771 0.3727 -0.138 0.106 -0.282
H -2.1718 4.4148 0.2111 -0.015 0.327 0.201
H -9.2134 -8.0063 1.6363 0.016 0.025 0.011
C 3.3291 3.4986 -0.2932 -0.489 -0.002 0.472
H 4.1592 -2.1110 2.1807 0.032 -0.043 0.242
H -0.6579 1.9280 -3.0217 0.459 0.280 0.351
Cl -10.1196 -4.2740 1.0057 0.071 0.065 -0.081
C 5.0508 1.2586 3.7860 -0.004 0.250 0.657
C 3.4751 -4.8568 -12.8669 -0.022 -0.048 0.105
Cl 4.7149 -5.9046 -12.1743 0.004 0.022 -0.037
Cl 6.0018 -2.2437 -4.3130 -0.255 -0.060 -0.191
H -10.7711 2.9786 4.7757 0.033 0.014 -0.004
H -1.3457 -1.3317 1.1564 0.193 0.050 -0.071
H -0.7556 3.8273 3.5870 0.069 0.251 -0.330
H 5.3789 -1.0960 -9.7692 0.009 -0.018 0.043
Cl -6.7178 -2.6823 -3.0685 0.013 -0.002 -0.054
H -3.2703 -1.1372 -0.3971 0.002 0.308 -0.170
Cl 9.0663 -3.2026 -5.1379 0.233 0.020 -0.198
Cl -0.1751 -1.2452 4.6376 -0.030 0.141 -0.122
H -4.8924 1.5555 3.3031 -0.259 -0.008 0.451
P -2.8059 2.5361 2.0178 -0.539 -1.389 -0.637
Cl 4.0261 -5.0580 3.6553 -0.014 -0.029 -0.005
H -5.2288 -1.9127 -4.7020 0.011 -0.041 0.024
Cl 3.2688 2.6060 7.3203 -0.066 -0.033 -0.048
Cl -9.4490 -7.8410 -4.1627 -0.025 0.012 -0.031
C 1.2231 3.4967 2.7045 -1.304 -0.225 1.176
O -2.3394 6.6590 1.6071 0.072 -0.641 0.296
C 1.7634 3.4926 -0.2281 1.158 0.893 -0.258
H -7.9329 1.7725 -0.4127 0.009 -0.015 0.029
C -1.6969 -2.0479 5.0554 -0.167 -0.287 0.006
C -2.9141 -0.3048 0.2200 0.194 -0.502 0.669
H 5.4610 -6.4604 2.4427 -0.027 0.024 -0.002
C 0.7205 0.6080 -2.2977 -0.224 -0.706 -1.838
H 4.6135 0.2966 5.6540 0.167 0.262 -0.095
H 4.0264 1.7416 -1.2992 -0.368 -0.240 0.205
H -0.5009 4.7087 0.0364 0.093 -0.241 0.285
H 3.6939 4.1313 0.5291 0.076 -0.281 0.006
C -0.3595 2.0310 0.4927 0.340 0.686 1.583
H 3.5824 4.4570 8.7299 -0.029 -0.037 -0.039
H 0.4981 6.7026 2.0452 -0.115 0.050 0.292
H 4.0129 -1.8578 4.6448 0.111 0.203 0.206
Cl -5.6799 1.9236 -1.0163 -0.025 0.492 0.227
H 4.8130 -0.2748 0.8260 0.189 0.136 0.089
Cl -1.4250 -3.7702 5.2851 -0.006 0.034 0.013
Cl 5.0961 -4.6655 0.9834 0.020 -0.128 0.172
Cl 5.6060 -5.1028 -4.6271 0.050 0.072 0.017
H -1.9862 2.2833 -0.8321 0.124 -0.245 -0.143
Cl -10.3410 -1.7024 -0.3271 -0.039 -0.003 -0.012
H -1.4331 -0.4874 -2.4655 -0.193 0.122 -0.014
H 5.8487 2.9576 -0.2678 0.185 -0.301 -0.150
C 4.3378 -1.0176 4.0410 -0.262 -0.814 -0.210
C -4.1480 1.1929 4.0119 0.494 -0.443 -0.610
H 6.5160 2.6080 1.8630 -0.147 0.019 -0.004
C -0.2783 3.1863 2.8435 0.935 -0.083 -0.306
C -9.5899 -3.3006 -0.3660 -0.052 -0.010 -0.020
H 4.8703 3.2003 1.9517 0.120 -0.131 0.102
H 2.7676 2.3891 1.9322 -0.105 -0.117 -0.415
C 7.5169 0.3151 -2.8884 0.020 -0.075 0.157
H -2.0441 -1.6330 5.9936 0.008 0.035 -0.048
H -3.4176 -0.4327 1.1831 -0.096 0.276 -0.048
H 4.9968 2.4547 5.2636 0.235 0.086 -0.019
C 1.2003 2.2979 0.5343 -0.571 -0.125 -1.464
Cl 8.0353 2.0048 -2.9528 -0.025 0.006 -0.017
Cl 7.5586 -0.2417 -9.7982 -0.052 0.006 0.020
C -1.0496 3.1087 1.5026 -0.267 0.472 0.489
C -9.7511 2.6341 4.8890 0.077 -0.086 0.032
F 1.0381 -0.3687 -1.4342 0.147 0.552 0.246
Cl 6.3257 0.0872 -1.6059 0.325 -0.235 -0.420
H -3.9768 0.1303 3.7605 -0.337 1.160 0.039
C 4.4112 -1.1818 2.6788 -0.252 -0.565 -0.344
F 0.6783 0.0021 -3.5225 -0.032 -0.053 0.472
H -8.5164 -3.1706 -0.2937 -0.022 0.007 0.011
N 5.4078 2.1469 0.1609 -0.728 0.732 0.953
Cl -7.2399 -6.7605 1.8338 -0.026 -0.011 -0.028
H -4.5048 1.1997 5.0443 -0.074 0.295 -0.132
C 4.7920 -0.1185 1.9017 -0.073 -0.236 -1.471
Cl 1.8652 -5.5094 -12.5621 0.028 0.015 -0.037
Cl 5.3636 -3.8511 -2.0110 0.072 -0.029 -0.177
H -0.9929 -0.9413 -0.4712 0.367 0.474 0.133
H -3.2162 0.6549 -0.1794 0.021 -0.150 -0.198
C -5.2100 -1.9490 -3.6202 0.012 0.051 0.067
C -0.5361 0.6021 1.0943 0.126 -0.848 -0.404
Cl 10.6012 -3.5488 -7.5784 -0.061 0.038 0.009
C -3.9988 3.9445 2.1128 0.837 0.751 0.892
H 3.6340 4.0298 -1.1992 -0.042 -0.113 0.058
H -4.9771 3.5502 2.3990 0.396 -0.006 -0.144
Cl -8.5353 -5.6092 -5.7786 -0.029 -0.007 -0.013
C -1.4001 -0.5010 0.4394 -0.690 -0.490 0.139
O -1.7235 0.4333 -2.4105 0.420 -0.427 0.568
C -9.9446 -6.4822 -5.1721 0.063 0.006 0.067
N 1.7385 2.3413 1.9196 0.942 0.570 0.694
C 5.0999 1.1166 2.4129 0.264 1.159 -0.088
```
Positions in Å, forces in eV/Å.

Results
Total charge = +1
Spin multiplicity = 1
LUMO energy = -2.10 eV
Orbital gap = 0.2955 Ha
HOMO energy = -10.15 eV